14
Properties=species:S:1:pos:R:3:forces:R:3 method="wB97M-V/def2-TZVPD" lumo_ev=-0.33 fmax_ev_per_a=1.76 homo_ha=-0.3007 e_above_lowest_kcal_mol=99.5 orbital_gap_ha=0.2884
C -1.139 1.354 -1.311 0.02 -0.15 0.16
C -0.584 0.070 -0.770 0.01 -0.11 0.13
C -0.147 -0.090 0.482 -0.10 -0.03 -0.50
N -0.042 0.926 1.413 0.03 0.33 0.17
H -0.531 2.210 -1.025 0.07 0.15 -0.04
H -2.150 1.522 -0.932 -0.08 0.10 -0.03
H -1.195 1.322 -2.396 0.00 0.07 -0.04
H -0.580 -0.779 -1.433 0.06 -0.22 0.01
H 0.208 -1.049 0.823 -0.03 -0.16 0.05
H -0.578 1.753 1.202 0.02 -0.01 0.17
H -0.067 0.663 2.384 -0.06 0.01 -0.05
N 2.445 -2.640 0.134 -0.05 -1.21 0.28
O 2.144 -3.561 0.866 0.23 1.61 -0.67
H 2.216 -1.700 0.562 -0.11 -0.38 0.34

***

14
Properties=species:S:1:pos:R:3:forces:R:3 method="wB97M-V/def2-TZVPD" lumo_ev=-5.39 fmax_ev_per_a=5.35 homo_ha=-0.5054 total_charge=+1 e_above_lowest_kcal_mol=143.0 orbital_gap_ha=0.3074
C 2.057 0.895 -0.119 1.83 0.52 1.51
C 0.900 -1.292 0.209 2.09 -0.87 1.38
C -1.772 -0.866 -0.378 2.29 0.66 0.86
C -1.850 0.591 -0.294 -0.84 -3.96 3.50
C -2.336 -0.071 0.744 0.42 0.41 -3.06
N 1.668 -0.400 0.242 -3.07 -2.43 -1.35
H 2.959 1.015 0.493 -0.02 0.72 -0.29
H 2.345 0.997 -1.149 -0.28 -0.18 -0.49
H 0.807 -2.358 0.537 -0.10 1.14 -0.43
H -2.229 -1.402 -1.139 -1.32 -1.05 -1.20
H -0.696 -1.376 -0.331 -0.86 0.70 0.32
H -1.572 1.413 -0.767 0.68 3.63 -1.97
H 1.302 1.561 0.238 -0.40 0.69 -0.13
H -3.146 -0.129 1.406 -0.40 0.03 1.34

***

158
Properties=species:S:1:pos:R:3:forces:R:3 method="wB97M-V/def2-TZVPD" lumo_ev=-1.08 fmax_ev_per_a=4.53 homo_ha=-0.3147 orbital_gap_ha=0.2749
C -2.885 -0.774 -1.104 -0.02 0.87 0.71
C -1.410 -0.585 -1.505 -0.18 -0.44 0.04
O -1.180 0.385 -2.536 0.09 0.03 0.06
C -1.838 1.631 -2.233 -0.16 -0.60 -0.07
C -1.145 2.816 -2.913 -0.12 -0.16 -0.30
C -0.219 3.553 -2.168 0.00 -0.15 -0.16
C 0.468 4.624 -2.762 0.64 0.23 0.97
C 0.255 5.029 -4.059 -0.73 -0.79 0.21
C -0.683 4.304 -4.821 0.01 0.76 -0.25
C -0.883 4.822 -6.261 0.21 -0.90 0.87
C -0.058 3.949 -7.264 -0.25 0.17 -0.04
C 1.149 3.251 -6.612 -0.13 0.41 -0.45
Br 2.370 2.517 -7.972 -0.34 0.11 0.24
C -1.373 3.197 -4.280 -0.05 0.28 0.21
C -2.350 2.453 -5.208 0.86 -0.94 0.60
Br -4.204 2.642 -4.596 0.19 0.49 -0.22
C -1.876 0.943 -5.435 0.12 0.85 -1.28
C -1.481 0.760 -6.929 0.26 -0.08 0.23
Br -3.230 -0.383 -5.021 0.44 -0.23 0.18
C 1.457 5.352 -1.857 -0.35 -0.43 -0.21
O 1.384 6.543 -1.688 0.36 0.04 -0.02
C 2.389 4.420 -1.114 -0.43 0.07 -0.27
C 1.682 3.380 -0.494 -0.50 -0.24 0.07
C 2.341 2.437 0.287 0.56 0.96 -0.30
C 3.739 2.566 0.452 -0.42 -0.32 0.25
Si 4.506 1.204 1.562 0.27 -1.04 -0.03
C 3.164 0.016 2.204 -0.41 1.32 0.27
C 5.392 1.826 3.103 0.81 0.09 -0.11
C 5.613 0.117 0.459 -0.69 0.15 -0.06
C 4.447 3.609 -0.204 -0.25 -0.28 -0.19
C 5.943 3.697 0.033 -0.13 0.53 -0.07
S 6.348 4.630 1.589 0.07 -0.30 -0.03
C 4.790 5.213 2.327 -0.21 0.52 0.47
C 5.166 5.746 3.741 0.96 -0.12 -0.79
C 3.782 4.561 -1.034 -0.11 -0.62 0.42
Si 4.721 5.935 -1.964 0.84 1.04 -0.06
C 5.226 7.233 -0.665 -0.54 -0.14 -0.51
C 3.767 6.866 -3.303 -0.16 -0.44 -0.23
C 6.257 5.283 -2.901 -0.34 -0.27 0.27
C 0.170 3.271 -0.710 0.72 0.47 -0.91
O -0.613 3.039 0.172 0.09 -0.29 0.09
H -3.052 -1.719 -0.569 0.13 0.14 -0.39
H -3.148 0.015 -0.378 -0.10 -0.24 -0.24
H -3.587 -0.667 -1.942 0.36 -0.32 0.04
H -1.043 -1.564 -1.849 0.18 0.53 -0.26
H -0.802 -0.292 -0.629 -0.27 -0.14 -0.11
H -2.885 1.523 -2.547 0.24 0.34 0.02
H -1.828 1.726 -1.142 -0.01 0.48 -0.32
H 0.799 5.880 -4.469 -0.23 -0.17 0.08
H -0.581 5.876 -6.288 -0.05 -0.33 -0.05
H -1.958 4.762 -6.470 0.31 0.26 -0.33
H 0.297 4.582 -8.089 -0.13 -0.25 0.17
H -0.741 3.197 -7.676 0.38 0.13 -0.14
H 1.739 3.981 -6.054 -0.02 -0.39 0.01
H 0.857 2.400 -5.991 0.19 0.33 0.01
H -2.337 2.883 -6.209 -0.18 0.14 0.44
H -0.944 0.795 -4.878 -0.76 -0.40 0.48
H -2.117 1.339 -7.610 -0.03 -0.31 0.17
H -1.499 -0.298 -7.216 -0.11 0.28 0.08
H -0.441 1.090 -7.076 -0.34 0.00 0.02
H 1.753 1.648 0.751 0.24 0.15 -0.01
H 2.417 -0.246 1.445 0.34 -0.42 0.18
H 3.595 -0.844 2.729 -0.06 0.03 -0.43
H 2.616 0.595 2.975 0.08 -0.30 -0.20
H 6.444 2.009 2.827 -0.32 0.07 0.12
H 5.439 1.074 3.908 -0.34 0.14 -0.31
H 5.021 2.775 3.506 -0.05 -0.32 -0.02
H 6.144 0.678 -0.319 0.24 -0.25 0.34
H 4.910 -0.543 -0.075 0.24 0.20 0.15
H 6.257 -0.547 1.050 0.10 0.33 -0.22
H 6.469 4.262 -0.741 -0.40 -0.15 0.05
H 6.426 2.711 0.031 -0.28 0.23 0.44
H 4.023 4.435 2.398 0.23 0.14 -0.19
H 4.407 6.058 1.742 -0.02 -0.39 0.02
H 5.184 4.945 4.488 -0.28 0.29 -0.08
H 4.570 6.617 4.028 -0.15 -0.45 0.09
H 6.209 6.104 3.667 -0.34 0.04 0.23
H 4.381 7.337 0.033 0.37 -0.04 -0.04
H 6.151 6.972 -0.138 -0.25 0.22 -0.01
H 5.294 8.202 -1.185 0.31 -0.27 0.21
H 4.461 7.219 -4.080 -0.01 -0.13 0.34
H 3.225 7.734 -2.912 -0.12 -0.38 -0.12
H 3.089 6.157 -3.809 0.00 0.49 0.07
H 7.148 5.360 -2.261 -0.14 -0.18 -0.33
H 6.084 4.236 -3.203 0.30 0.25 0.16
H 6.443 5.853 -3.819 -0.12 -0.01 0.27
C 1.096 -2.548 -3.541 0.02 -0.07 0.01
C 0.654 -3.777 -4.024 0.00 0.09 0.00
C 1.162 -4.955 -3.503 -0.16 0.02 -0.16
C 2.124 -4.914 -2.503 0.11 0.12 0.08
C 2.585 -3.683 -2.033 -0.06 -0.10 -0.05
C 2.061 -2.502 -2.548 -0.08 0.09 -0.09
C 3.648 -3.619 -0.996 0.08 0.27 0.09
O 4.046 -2.549 -0.583 -0.03 -0.05 0.02
C 4.219 -4.891 -0.480 -0.03 -0.11 -0.05
C 5.253 -4.849 0.448 0.14 -0.03 0.13
C 5.784 -6.027 0.946 -0.05 -0.04 -0.04
C 5.280 -7.253 0.526 0.00 0.08 -0.01
C 4.253 -7.301 -0.403 0.11 -0.13 0.09
C 3.726 -6.122 -0.916 0.03 0.13 0.03
C 2.647 -6.188 -1.939 -0.14 -0.33 -0.12
O 2.208 -7.257 -2.309 0.02 0.03 0.01
H 0.689 -1.627 -3.938 -0.02 -0.02 0.02
H -0.091 -3.813 -4.808 0.00 0.01 0.02
H 0.812 -5.908 -3.878 0.08 -0.05 0.11
H 2.408 -1.547 -2.175 0.08 -0.08 0.06
H 5.644 -3.896 0.778 -0.11 0.05 -0.08
H 6.593 -5.992 1.665 -0.02 0.00 -0.01
H 5.692 -8.173 0.921 -0.01 0.01 -0.01
H 3.865 -8.255 -0.733 -0.08 0.09 -0.09
C -7.093 -5.514 3.432 -2.31 0.38 -1.62
C -8.354 -5.226 3.932 0.15 -0.23 0.06
C -9.114 -4.172 3.428 -0.08 -0.25 0.29
C -8.625 -3.392 2.406 0.08 0.16 -0.11
C -7.353 -3.656 1.883 -0.08 0.01 -0.01
C -6.603 -4.701 2.374 -1.01 -0.87 -0.34
C -6.782 -2.799 0.807 0.34 -0.04 -0.19
O -5.682 -3.030 0.352 0.05 -0.01 0.00
C -7.587 -1.651 0.310 -0.15 0.05 0.07
C -7.048 -0.805 -0.653 0.04 0.13 -0.13
C -7.792 0.259 -1.133 -0.07 -0.02 0.03
C -9.082 0.480 -0.660 0.07 -0.04 0.00
C -9.622 -0.355 0.303 -0.06 0.16 -0.09
C -8.875 -1.417 0.799 0.16 -0.07 -0.03
C -9.456 -2.284 1.861 -0.35 0.12 0.12
O -10.579 -2.091 2.276 0.04 -0.02 -0.01
H -6.530 -6.344 3.828 -0.25 -0.23 -0.14
H -8.760 -5.836 4.730 0.00 0.01 0.00
H -10.094 -3.970 3.838 0.01 0.08 -0.08
H -5.626 -4.893 1.951 -0.07 0.12 -0.21
H -6.047 -0.973 -1.028 -0.01 -0.14 0.10
H -7.369 0.919 -1.880 0.00 -0.02 0.01
H -9.665 1.308 -1.043 0.01 -0.01 0.01
H -10.623 -0.180 0.674 0.04 -0.11 0.09
C -4.680 -4.967 4.377 -0.17 0.18 -0.38
C -3.882 -6.106 4.469 -0.02 0.15 0.08
C -2.759 -6.109 5.281 -0.09 -0.18 -0.13
C -2.419 -4.968 5.999 -0.06 0.15 -0.01
C -3.204 -3.818 5.890 0.07 -0.09 0.04
C -4.338 -3.827 5.087 -0.09 -0.08 -0.11
C -2.828 -2.571 6.613 -0.22 0.29 -0.04
O -3.512 -1.572 6.523 0.03 -0.03 0.01
C -1.592 -2.574 7.442 0.09 -0.11 0.00
C -1.194 -1.405 8.079 0.09 0.14 0.11
C -0.053 -1.398 8.864 0.01 -0.08 -0.01
C 0.692 -2.563 9.023 -0.06 0.03 -0.03
C 0.303 -3.730 8.386 0.15 0.05 0.11
C -0.834 -3.738 7.587 -0.09 0.10 -0.03
C -1.221 -4.990 6.880 0.20 -0.33 0.03
O -0.569 -6.005 7.016 -0.01 0.04 0.00
H -5.609 -4.968 3.717 3.72 0.64 2.50
H -4.139 -6.997 3.905 0.03 0.01 0.02
H -2.144 -6.996 5.354 0.07 0.09 0.10
H -4.954 -2.938 5.013 0.11 0.05 0.07
H -1.774 -0.500 7.959 -0.09 -0.10 -0.07
H 0.258 -0.485 9.355 -0.01 -0.01 -0.01
H 1.580 -2.557 9.642 -0.01 0.00 -0.01
H 0.885 -4.633 8.507 -0.10 -0.05 -0.10

***

16
Properties=species:S:1:pos:R:3:forces:R:3 method="wB97M-V/def2-TZVPD" lumo_ev="-5.68 / -6.75" multiplicity=2 s2=0.754 fmax_ev_per_a=3.18 homo_ha="-0.5218 / -0.5384" total_charge=+1 e_above_lowest_kcal_mol=0.0 orbital_gap_ha="0.3131 / 0.2902"
O -0.815 -0.687 -1.517 -0.78 0.55 2.19
C 0.223 -0.266 -2.320 1.11 0.46 -1.55
C 1.539 -0.093 -1.564 0.32 -0.75 -0.38
O 1.404 0.895 -0.541 -0.55 0.18 0.87
C 1.005 0.489 0.670 0.13 0.11 -0.44
Sc -1.341 -0.199 0.256 -0.08 -0.51 0.41
H -0.006 0.696 -2.821 -0.10 -0.41 0.24
H 0.436 -0.995 -3.127 -0.22 0.23 0.36
H 2.327 0.264 -2.238 -0.28 -0.07 0.19
H 1.850 -1.045 -1.106 -0.04 0.24 -0.08
H 0.961 1.299 1.403 0.01 -0.16 -0.14
H 1.331 -0.510 0.995 -0.09 0.12 -0.04
N -2.624 0.747 1.723 -0.02 -0.51 -0.73
S -2.336 0.019 2.975 1.78 0.99 2.43
O -2.557 0.522 4.326 -0.27 -1.13 -2.44
O -1.398 -1.134 2.885 -0.93 0.66 -0.89

***

15
Properties=species:S:1:pos:R:3:forces:R:3 method="wB97M-V/def2-TZVPD" lumo_ev="0.25 / 0.24" fmax_ev_per_a=1.96 homo_ha="-0.2790 / -0.2777" e_above_lowest_kcal_mol=146.5 orbital_gap_ha="0.2883 / 0.2867"
C -0.145 -1.659 1.346 1.11 -1.34 0.62
C -0.192 -0.391 0.704 0.00 -0.01 1.09
C -0.571 1.678 -0.459 -1.41 0.71 -1.16
N 0.658 1.097 -0.950 0.73 0.67 -0.15
C 1.046 0.099 0.040 0.06 -0.42 0.13
C -0.551 0.551 -1.514 -1.11 0.95 -0.17
H 0.728 -2.223 1.000 -0.01 -0.74 0.26
H -1.040 -2.286 1.413 -0.16 0.30 -0.53
H -0.004 -1.468 2.424 0.27 0.35 -0.07
H -0.913 2.609 -0.890 0.67 0.35 -0.69
H -0.844 1.763 0.595 0.12 -1.17 -0.45
H 1.750 0.580 0.734 -0.21 -0.28 0.29
H 1.599 -0.691 -0.498 -0.01 0.02 0.23
H -0.706 -0.533 -1.477 -0.24 0.40 0.80
H -0.828 0.899 -2.500 0.20 0.23 -0.20

***

30
Properties=species:S:1:pos:R:3:forces:R:3 method="wB97M-V/def2-TZVPD" lumo_ev=-0.26 smiles=O.O.O.O.O.O.O.O.O.O fmax_ev_per_a=4.20 homo_ha=-0.3870 e_above_lowest_kcal_mol=112.9 orbital_gap_ha=0.3773
O -0.020 -0.660 -0.262 -2.64 1.69 2.59
H 0.720 -0.217 0.168 -0.29 -0.03 0.20
H -0.799 -0.248 0.130 -0.17 0.18 0.39
O 5.730 1.111 0.009 -0.18 -0.05 -0.17
H 5.929 0.854 -0.898 0.07 0.03 0.09
H 4.781 1.279 0.003 0.12 0.04 0.08
O 1.249 -1.412 -1.561 2.87 -1.45 -2.70
H 2.053 -1.007 -1.217 0.14 -0.11 -0.16
H 1.520 -1.795 -2.403 0.29 -0.10 -0.26
O 1.313 3.658 -1.383 0.09 -0.26 0.07
H 1.755 2.872 -1.722 -0.04 0.10 -0.05
H 0.844 3.344 -0.602 -0.12 0.13 -0.07
O 0.502 0.902 3.412 0.02 0.10 0.06
H 0.370 0.983 4.363 0.01 -0.06 -0.08
H 0.655 1.807 3.118 -0.04 -0.09 0.00
O -0.184 -3.586 -1.236 -0.15 -0.69 0.20
H 0.637 -3.194 -0.919 -0.09 0.52 -0.03
H -0.182 -4.473 -0.858 -0.14 0.00 -0.15
O 0.760 -2.917 2.510 -0.12 -0.05 0.03
H 0.071 -3.265 1.933 0.06 0.10 -0.03
H 0.368 -2.123 2.890 0.09 0.04 -0.08
O -2.796 -1.417 -2.519 -0.09 -0.14 -0.04
H -2.115 -1.850 -1.992 0.19 -0.02 0.03
H -3.298 -2.147 -2.899 0.06 0.11 0.04
O -4.283 1.196 2.007 -0.07 0.03 0.22
H -4.409 2.078 2.374 0.04 -0.05 -0.11
H -4.624 0.606 2.689 0.03 0.01 -0.10
O -2.133 3.241 -1.321 0.01 0.02 -0.12
H -1.572 2.771 -1.949 -0.01 0.02 0.05
H -2.840 3.605 -1.866 0.05 -0.05 0.11

***

20
Properties=species:S:1:pos:R:3:forces:R:3 method="wB97M-V/def2-TZVPD" lumo_ev=-4.41 fmax_ev_per_a=7.91 homo_ha=-0.4112 total_charge=+1 orbital_gap_ha=0.2493
O 0.333 1.046 2.473 -0.67 0.21 -0.22
C 0.528 1.804 1.315 -0.17 -0.05 -0.56
C 1.653 1.750 0.608 -0.18 -0.33 -0.18
H -0.353 2.385 1.036 0.18 -0.19 0.07
H 1.706 2.317 -0.322 0.09 -0.15 0.24
H 2.487 1.109 0.898 -0.18 0.18 -0.10
O 2.068 6.239 0.356 0.18 -0.80 0.68
C 2.122 5.200 1.153 1.03 4.50 -5.54
O 3.217 4.567 1.143 1.64 2.11 -3.21
Sn 2.032 3.751 2.464 2.19 0.87 3.29
O 1.362 2.532 3.793 -4.23 -5.05 4.38
C 0.580 1.601 3.633 0.91 -1.67 1.29
H 0.198 1.005 4.470 -0.31 0.19 -0.18
C 0.867 7.028 0.349 -0.77 0.27 -0.14
H 0.632 7.205 -0.708 0.11 -0.10 0.28
H 0.058 6.435 0.794 0.14 0.13 -0.09
C 1.080 8.329 1.089 0.09 0.15 0.10
H 1.300 8.145 2.150 -0.05 0.08 -0.26
H 1.909 8.899 0.648 -0.23 -0.17 0.14
H 0.168 8.938 1.025 0.24 -0.17 0.02

***

68
Properties=species:S:1:pos:R:3:forces:R:3 method="wB97M-V/def2-TZVPD" lumo_ev=0.38 smiles=c1ccncc1.c1ccncc1.c1ccncc1.c1ccncc1.c1ccncc1.C1CCOC1 fmax_ev_per_a=4.14 homo_ha=-0.3541 e_above_lowest_kcal_mol=34.5 orbital_gap_ha=0.3681
C 1.189 5.929 2.734 1.28 1.49 1.83
C 1.636 7.008 3.537 -1.77 -1.08 0.62
C 1.544 6.877 4.977 0.72 -1.90 -1.70
N 1.257 5.712 5.595 -0.56 -0.95 -1.92
C 0.950 4.608 4.756 0.78 2.91 1.68
C 0.916 4.741 3.405 0.27 -0.59 -1.36
H 1.204 5.988 1.656 -0.06 -0.01 -0.02
H 1.882 7.955 3.079 0.18 0.07 0.12
H 1.927 7.683 5.586 -0.33 0.12 0.26
H 0.778 3.636 5.194 0.03 0.17 0.44
H 0.848 3.856 2.790 -0.53 -0.24 0.04
C 4.001 -3.535 2.012 0.61 -0.55 -0.26
C 3.171 -4.624 2.308 0.59 1.68 0.49
C 3.400 -5.828 1.690 -0.40 -0.50 -0.51
N 4.346 -6.018 0.791 1.05 1.22 -1.23
C 5.086 -4.933 0.433 0.06 -0.69 1.00
C 5.016 -3.692 1.051 -1.28 -0.53 0.04
H 3.891 -2.617 2.571 -0.11 0.15 -0.10
H 2.437 -4.429 3.076 -0.30 -0.50 -0.07
H 2.765 -6.694 1.802 -0.16 -0.05 0.58
H 5.872 -5.068 -0.296 -0.07 -0.38 -0.26
H 5.677 -2.913 0.700 -0.04 0.20 0.29
C 1.847 -2.918 -2.165 0.98 1.36 -0.91
C 0.686 -2.355 -2.728 1.51 -1.77 1.10
C 0.804 -1.177 -3.408 0.33 2.00 1.05
N 1.914 -0.394 -3.391 -0.57 -1.15 -0.80
C 3.019 -0.972 -2.895 -0.04 1.61 -0.82
C 3.070 -2.166 -2.293 -2.07 -3.48 0.84
H 1.851 -3.929 -1.784 -0.04 0.07 0.39
H -0.254 -2.870 -2.596 -0.13 0.00 -0.37
H -0.127 -0.776 -3.781 0.16 0.53 -0.49
H 3.989 -0.512 -3.019 -0.15 0.88 -0.11
H 4.017 -2.601 -2.010 -0.01 0.01 0.22
C -0.942 2.439 -2.451 -2.42 -1.56 0.27
C -2.313 2.027 -2.311 1.33 1.13 -0.38
C -3.179 2.137 -3.396 1.18 1.87 -1.41
N -2.760 2.563 -4.650 1.56 -0.95 2.39
C -1.395 2.772 -4.743 -3.20 -0.25 -1.26
C -0.504 2.783 -3.711 0.89 -0.54 0.65
H -0.316 2.286 -1.584 0.34 0.39 -0.10
H -2.692 1.779 -1.330 -0.07 -0.23 0.01
H -4.249 2.122 -3.247 -0.10 -0.52 -0.14
H -1.126 2.914 -5.779 0.51 0.31 0.03
H 0.553 2.897 -3.901 0.04 0.31 -0.06
C -4.258 -1.295 -1.392 -0.12 0.63 -0.41
C -4.958 -0.518 -2.283 -1.37 0.95 0.71
C -6.094 0.188 -1.772 1.10 -1.92 0.79
N -6.484 0.038 -0.483 -0.84 1.28 -1.71
C -5.794 -0.713 0.360 -0.57 1.11 -0.74
C -4.658 -1.314 -0.063 1.21 -2.52 0.10
H -3.443 -1.861 -1.818 0.24 -0.26 0.55
H -4.658 -0.502 -3.321 -0.21 0.21 -0.10
H -6.745 0.702 -2.463 -0.10 0.39 0.23
H -6.222 -0.793 1.349 0.24 -0.18 0.19
H -4.227 -2.085 0.557 0.45 0.25 0.41
C -0.753 -1.579 0.837 -3.10 1.15 -1.31
C -0.752 -0.056 0.939 0.49 0.03 2.18
C -0.246 0.061 2.412 -0.62 -0.62 -1.33
O 0.715 -0.997 2.498 0.94 0.80 0.60
C 0.468 -1.999 1.502 0.96 0.22 0.46
H -0.886 -1.761 -0.230 0.24 -0.91 0.09
H -1.604 -1.962 1.400 -0.32 -0.06 -0.25
H -1.685 0.505 0.888 -0.15 -0.39 -0.62
H 0.005 0.297 0.239 -0.05 0.50 0.07
H -1.024 -0.176 3.138 -0.50 0.02 -0.15
H 0.033 1.088 2.644 1.15 -0.28 0.10
H 0.327 -2.941 2.031 0.41 -0.18 -0.26
H 1.262 -2.014 0.756 0.56 -0.27 0.36